[1]
The following is a DFT calculation (the ωB97M-V functional and the def2-TZVPD basis) of a cluster of 2 separate species, C8H11N4 in total.

Positions of all 23 atoms, in Å:
C 2.1468 -0.9339 -0.9945
C 2.2378 1.2331 0.1635
C 1.3300 -1.4179 -0.0391
C 1.4834 0.7375 1.1523
C -1.9352 -1.2029 -0.0615
C -1.6116 0.9584 0.6171
C 2.8289 0.3726 -0.8891
C -3.6343 0.4544 -0.4092
N -3.1906 -0.9331 -0.3805
N -2.6132 1.3964 -0.0407
N -1.2483 -0.3858 0.7075
N 1.0025 -0.5462 1.0720
H 2.4860 -1.6605 -1.7170
H 2.2240 2.2569 0.1531
H 1.0403 -2.5204 -0.0649
H 1.2276 1.3192 1.9573
H -1.6194 -2.1323 -0.2618
H -0.8933 1.7306 1.1044
H 3.8158 0.1735 -0.7696
H 2.7223 0.9878 -1.8919
H -3.9267 0.4807 -1.4769
H -4.4586 0.5881 0.2256
H 0.5857 -0.9562 1.8437

Summary:
HOMO (alpha / beta): -0.4674 / -0.4741 Ha
HOMO-LUMO gap (alpha / beta): 6.48 / 7.59 eV
Calculated total energy: -530.0283 Eh
Total charge: +1
Relative energy (zero: lowest compared OMol25 entry of this formula, charge and spin): 5.272 eV


[2]
The following is a DFT calculation (the ωB97M-V functional and the def2-TZVPD basis) of a structure of composition C4H4ClF.

Positions of all 10 atoms, in Å:
C 0.9402 0.2843 -0.7242
C 0.4016 -0.9297 -0.5258
C 0.1177 0.8895 0.4007
C -0.3148 -0.5348 0.6356
F -0.9156 1.6952 0.0503
Cl -2.4830 -0.7513 -0.2156
H 1.6081 0.8045 -1.4195
H 0.5418 -1.9164 -1.0946
H 0.7155 1.5385 1.2760
H -0.6114 -1.0798 1.6172

Summary:
HOMO: -0.3605 Ha
HOMO-LUMO gap: 8.90 eV
Calculated total energy: -714.7447 Eh
Total charge: 0
Relative energy (zero: lowest compared OMol25 entry of this formula, charge and spin): 2.262 eV


[3]
The following is a DFT calculation (the ωB97M-V functional and the def2-TZVPD basis) of a cluster of 2 separate species, ClIO2S in total.

Positions of all 5 atoms, in Å:
O -2.0958 -1.7112 0.1669
O -2.5627 0.7162 0.5009
S -2.5725 -0.4359 -0.3677
Cl 3.0402 1.7072 -0.1387
I 4.1907 -0.2762 -0.1615

Summary:
HOMO: -0.3663 Ha
HOMO-LUMO gap: 8.62 eV
Calculated total energy: -1306.5349 Eh
Total charge: 0
Relative energy (zero: lowest compared OMol25 entry of this formula, charge and spin): 0.057 eV


[4]
The following is a DFT calculation (the ωB97M-V functional and the def2-TZVPD basis) of a cluster of 2 separate species, C4H7BrO in total.

Positions of all 13 atoms, in Å:
C 1.4576 -2.7242 -0.4105
C 2.4997 -1.7283 -0.2248
C 3.1164 -0.7029 -0.1898
Br 4.1569 0.8176 -0.0250
H 1.4840 -3.3667 0.4188
H 1.5837 -3.2960 -1.2813
H 0.4997 -2.2139 -0.4145
C 0.0070 1.0066 -0.5306
O 0.6617 1.6067 0.6148
H -1.0166 0.7738 -0.1552
H 0.5424 0.0806 -0.8446
H 0.0318 1.8344 -1.3293
H 0.4288 1.3057 1.4793

Summary:
HOMO: -0.3491 Ha
SMILES: CC#CBr.CO
HOMO-LUMO gap: 10.28 eV
Calculated total energy: -2805.7515 Eh
Total charge: 0
Relative energy (zero: lowest compared OMol25 entry of this formula, charge and spin): 2.839 eV


[5]
The following is a DFT calculation (the ωB97M-V functional and the def2-TZVPD basis) of a cluster of 2 separate species, C5H10O in total.

Positions of all 16 atoms, in Å:
C 2.1046 -0.0007 0.3647
C 0.6956 0.4672 0.0529
C -0.0466 -0.4355 -0.9652
C -1.1736 -0.9861 -0.1269
C -1.0990 -0.4470 1.0856
O -0.0790 0.4296 1.2788
H 2.5489 0.6056 1.1595
H 2.7347 0.0728 -0.5288
H 2.0850 -1.0463 0.6924
H 0.7029 1.5135 -0.2702
H -0.4108 0.1331 -1.8302
H 0.6170 -1.2226 -1.3493
H -1.9201 -1.6930 -0.4653
H -1.7353 -0.5922 1.9513
H -2.4384 1.2395 -0.4757
H -2.5860 1.9620 -0.5736

Summary:
HOMO: -0.3085 Ha
SMILES: C[C@H]1CC=CO1.[H][H]
HOMO-LUMO gap: 9.56 eV
Calculated total energy: -271.6887 Eh
Total charge: 0
Relative energy (zero: lowest compared OMol25 entry of this formula, charge and spin): 1.739 eV